Entry 1:
This record from OMol25 describes C4H5N3O in the gas phase at a distorted geometry. The level of theory is ωB97M-V/def2-TZVPD.

Each line ends with the Mulliken charge.
Geometry (Å):
C (0.263, -1.605, 0.702)  -0.95
C (0.766, -0.612, -0.042)  0.56
C (2.151, -0.593, -0.520)  0.12
N (2.684, -0.128, -1.449)  -0.50
N (0.165, 0.396, -0.781)  -0.23
C (-0.992, 1.087, -0.457)  0.44
N (-1.513, 0.916, 0.800)  -0.39
O (-1.554, 1.742, -1.308)  -0.61
H (-0.796, -1.670, 0.886)  0.40
H (0.936, -2.323, 1.140)  0.29
H (1.086, 0.644, -1.580)  0.40
H (-0.928, 0.611, 1.559)  0.23
H (-2.269, 1.532, 1.050)  0.24

**Spin multiplicity**: 1
**Net charge**: 0
**Energy relative to the best compared isomer or geometry (same formula, charge and spin)**: 69.3 kcal per mole
**Lowest unoccupied orbital energy**: -0.5 eV
**Calculated total energy**: -10744.610 eV
**SMILES**: C=C(C#N)NC(N)=O

Entry 2:
This record from OMol25 describes C4H5N3O in the gas phase at a distorted geometry. The level of theory is ωB97M-V/def2-TZVPD.

Each line ends with the Mulliken charge.
Geometry (Å):
C (-0.517, -2.529, 1.434)  -0.70
C (-0.948, -1.678, 0.525)  0.12
N (-0.052, -0.606, 0.000)  0.06
C (1.099, 0.084, 0.470)  0.21
N (1.452, 1.252, 0.169)  -0.34
N (0.684, 2.120, -0.784)  -0.33
C (-0.467, 1.615, -1.064)  0.09
O (-0.921, 0.183, -0.853)  -0.33
H (0.532, -2.324, 1.780)  0.11
H (-0.975, -3.431, 1.657)  0.31
H (-1.743, -1.763, -0.389)  0.27
H (1.421, -0.399, 1.433)  0.23
H (-1.452, 2.141, -1.548)  0.29

**Spin multiplicity**: 1
**Net charge**: 0
**Energy relative to the best compared isomer or geometry (same formula, charge and spin)**: 164.5 kcal per mole
**Lowest unoccupied orbital energy**: 0.4 eV
**Calculated total energy**: -10740.481 eV
**SMILES**: C=CN1C=NN=CO1

Entry 3:
This record from OMol25 describes 2 unconnected molecules or ions with the total composition C4H5N3O at a distorted geometry. The level of theory is ωB97M-V/def2-TZVPD.

Each line ends with the Mulliken charge.
Geometry (Å):
C (0.377, 0.437, -0.063)  0.33
C (-1.930, -0.740, -0.925)  0.11
C (1.154, 0.444, 1.115)  -0.13
C (1.508, 0.599, 2.336)  -0.24
H (2.263, 2.457, -1.853)  0.39
H (-0.264, -1.287, 0.583)  0.29
H (-2.622, 0.324, -1.710)  0.32
H (-1.863, -3.122, -0.200)  0.24
H (1.890, 0.104, 3.480)  0.31
N (0.769, 1.245, -1.091)  -0.37
N (-0.790, -0.488, -0.080)  -0.25
N (-2.295, -2.211, -0.814)  -0.59
O (1.803, 2.237, -0.777)  -0.41

**Spin multiplicity**: 1
**Net charge**: 0
**Energy relative to the best compared isomer or geometry (same formula, charge and spin)**: 296.8 kcal per mole
**Lowest unoccupied orbital energy**: -0.4 eV
**Calculated total energy**: -10734.743 eV

Entry 4:
This record from OMol25 describes 2 unconnected molecules or ions with the total composition C4H5N3O at a distorted geometry. The level of theory is ωB97M-V/def2-TZVPD.

Each line ends with the Mulliken charge.
Geometry (Å):
N (1.612, 1.696, -1.395)  -0.46
C (0.612, 1.407, -0.901)  0.27
C (-0.790, 1.184, -0.299)  0.07
O (-1.206, 1.777, 0.696)  -0.60
H (-1.436, 0.906, -1.154)  0.34
N (-1.167, -0.643, 1.662)  -0.56
C (-0.539, -0.718, 0.500)  0.27
C (0.411, -0.972, -0.279)  -0.04
N (1.582, -1.406, -0.705)  -0.42
H (-2.164, -0.817, 1.680)  0.26
H (-0.969, 0.201, 2.214)  0.32
H (2.412, -0.955, -0.338)  0.29
H (1.642, -1.661, -1.682)  0.26

**Spin multiplicity**: 1
**Net charge**: 0
**Energy relative to the best compared isomer or geometry (same formula, charge and spin)**: 123.1 kcal per mole
**Lowest unoccupied orbital energy**: 0.3 eV
**Calculated total energy**: -10742.278 eV
**SMILES**: N#CC=O.NC#CN